1.
Computed, not measured: a molecular structure, C4H6O2Tl, with ωB97M-V/def2-TZVPD.

Last column: Mulliken spin population.
Atoms and positions in Å:
C1 0.7644 0.3014 -0.5566  0.625
C2 0.6205 0.4035 0.8106  -0.090
H1 1.3579 0.1919 1.5841  -0.001
O1 0.7926 2.1789 -2.1054  0.075
C3 0.1108 1.3870 -1.2125  0.177
H2 -0.8941 1.1456 -1.5813  0.011
H3 1.5799 1.7531 -2.4595  0.002
H4 -0.2828 1.6009 0.2649  0.149
H5 0.5548 -2.1127 1.2275  0.049
C4 -0.3029 -1.4489 1.0147  0.244
O2 -1.3371 -1.5636 1.6537  -0.016
Tl1 -2.9087 -2.7538 1.8228  -0.023
H6 -0.0553 -1.0833 -0.4631  -0.201

Output
⟨S²⟩: 1.1159
Spin multiplicity: 2
Gap between HOMO and LUMO (spin up / spin down) in eV: 6.5 / 6.7
HOMO level (spin up / spin down) in eV: -18.117 / -18.311
Net charge: +2



2.
Computed, not measured: 2 unconnected molecules or ions with the total composition C8H16N2, with ωB97M-V/def2-TZVPD.

Last column: Mulliken spin population.
Atoms and positions in Å:
C1 -1.1145 -0.8011 -1.5570  -0.049
C2 -2.1821 -1.0903 -2.5898  0.063
C3 -0.1579 0.2856 -2.0224  0.154
H1 -1.6079 -0.4051 -0.6882  0.053
H2 -0.5938 -1.6955 -1.2051  -0.041
H3 -1.8342 -1.2956 -3.6031  -0.021
H4 0.4923 0.7315 -1.2706  -0.067
H5 -2.8571 -0.2454 -2.6046  -0.020
H6 -2.8487 -1.8809 -2.2292  0.005
H7 0.6247 -0.1860 -2.6242  0.063
H8 -0.6265 1.0266 -2.6629  -0.060
C4 -0.4694 0.2946 1.9498  0.244
C5 -0.4572 -1.0215 2.7384  0.145
C6 0.8538 0.6163 1.3419  -0.623
C7 1.4145 1.8596 1.2578  1.733
C8 2.7070 0.3519 0.3398  1.878
N1 1.6233 -0.3115 0.7222  -0.235
N2 2.6019 1.6475 0.6252  -0.862
H9 -1.2010 0.1146 1.1723  -0.098
H10 -0.9227 1.0792 2.5610  -0.037
H11 0.3116 -1.6797 2.3350  -0.058
H12 1.0227 2.8477 1.4392  0.039
H13 3.4423 -0.1103 -0.2963  0.015
H14 3.3399 2.3521 0.4413  -1.178
H15 -1.3664 -1.6116 2.6559  -0.034
H16 -0.1947 -0.8728 3.7734  -0.008

Output
⟨S²⟩: 0.7504
Spin multiplicity: 2
Gap between HOMO and LUMO (spin up / spin down) in eV: 2.3 / 8.3
HOMO level (spin up / spin down) in eV: 1.075 / -4.932
Net charge: -1



3.
Computed, not measured: C2H6N2S2 in the gas phase, with ωB97M-V/def2-TZVPD.

Last column: Mulliken charge in e.
Atoms and positions in Å:
C1 0.2878 1.9454 -0.7959  -0.746
C2 0.3666 -0.8644 -0.4964  0.467
H1 0.1933 2.7096 -1.5470  0.331
H2 1.3684 1.8111 -0.5918  0.291
H3 -0.2346 2.2210 0.1423  0.194
H4 0.2049 -2.1255 -1.8908  0.264
H5 1.2663 -1.2744 1.3094  0.302
H6 0.2334 1.0926 2.3319  0.124
N1 0.6287 -2.0108 -0.9577  -0.666
N2 0.6599 -0.5867 0.8586  -0.351
S1 -0.5163 0.4374 -1.4127  -0.081
S2 -0.4823 0.0165 1.9560  -0.129

Output
Gap between HOMO and LUMO in eV: 9.6
HOMO level in eV: -8.939
Net charge: 0
SMILES string: [H]/N=C(/NS)SC



4.
Computed, not measured: a molecular structure, C43H36N9O6RbS5, with ωB97M-V/def2-TZVPD.

Last column: Mulliken charge in e.
Atoms and positions in Å:
Rb1 -1.0497 1.7450 0.8789  0.854
C1 -2.2632 -4.9979 2.3757  -0.369
C2 -1.3248 -4.0901 1.9174  -0.634
C3 -1.7314 -3.0115 1.1417  -0.245
C4 -3.0755 -2.8513 0.8588  0.012
C5 -4.0314 -3.7521 1.3207  -0.281
C6 -3.6147 -4.8299 2.0777  -0.688
N1 -3.3847 -1.6884 0.0895  0.584
N2 -4.5905 -1.4266 -0.0104  -0.669
C7 -4.8289 -0.2261 -0.7784  0.223
C8 -6.1080 -0.0818 -1.2928  -0.527
C9 -6.3677 1.0512 -2.0458  -0.366
C10 -5.3515 1.9772 -2.2241  -0.819
C11 -4.1130 1.7446 -1.6329  -0.458
N3 -3.8546 0.6548 -0.9191  0.190
H1 -1.9500 -5.8300 2.9933  0.373
H2 -0.2845 -4.1838 2.1950  0.376
H3 -1.0283 -2.2647 0.7970  0.726
H4 -5.0755 -3.5871 1.0945  0.424
H5 -4.3437 -5.5334 2.4611  0.367
H6 -6.8544 -0.8364 -1.0924  0.496
H7 -7.3499 1.2120 -2.4718  0.362
H8 -5.5103 2.8884 -2.7834  0.450
H9 -3.3131 2.4708 -1.6928  0.543
C12 9.0813 -2.0176 -8.9904  -0.827
O1 9.2605 -1.4536 -7.7114  -0.470
C13 8.1514 -1.3285 -6.9197  1.007
C14 8.3650 -0.7730 -5.6560  -0.598
C15 7.3130 -0.6049 -4.7854  -0.534
C16 6.0182 -0.9860 -5.1492  0.306
C17 5.8193 -1.5366 -6.4062  -0.721
C18 6.8721 -1.7125 -7.2981  -0.668
C19 4.9294 -0.7864 -4.1897  0.263
N4 5.0817 -0.2981 -2.9817  -0.800
C20 3.8155 -0.2781 -2.4417  0.880
C21 2.8989 -0.7600 -3.3410  0.048
N5 3.6234 -1.0876 -4.4664  -0.110
C22 1.5013 -0.8742 -3.0697  0.701
C23 0.5444 -1.3455 -3.9731  -0.704
C24 -0.7680 -1.4034 -3.5804  -1.041
C25 -1.0947 -0.9981 -2.2796  -0.184
N6 -0.2114 -0.5527 -1.4127  -0.005
C26 1.0747 -0.4688 -1.7888  -0.039
C27 2.0427 0.0745 -0.8180  0.040
N7 1.5552 0.4973 0.3551  -0.074
C28 2.3677 1.0347 1.2457  -0.162
C29 3.7494 1.1509 1.0075  -0.856
C30 4.2691 0.7156 -0.1838  -0.727
C31 3.4037 0.1681 -1.1394  0.276
H10 10.0643 -2.0356 -9.4553  0.240
H11 8.4032 -1.4122 -9.5998  0.329
H12 8.6931 -3.0386 -8.9229  0.332
H13 9.3683 -0.4800 -5.3820  0.417
H14 7.4689 -0.1755 -3.8071  0.499
H15 4.8322 -1.8462 -6.7246  0.230
H16 6.6761 -2.1445 -8.2676  0.375
H17 3.2637 -1.4617 -5.3247  0.173
H18 0.8331 -1.6557 -4.9715  0.329
H19 -1.5436 -1.7529 -4.2480  0.466
H20 -2.1139 -1.0422 -1.9189  0.227
H21 1.8921 1.4357 2.1441  0.414
H22 4.3759 1.6006 1.7657  0.458
H23 5.3232 0.7964 -0.4122  0.531
O2 -4.3209 7.0437 1.1389  -0.613
C32 -4.7647 6.2809 2.1096  0.562
O3 -5.5361 6.6811 2.9609  -0.688
C33 -4.3076 4.8644 2.1134  0.411
C34 -4.7130 3.9712 3.0797  -0.874
N8 -4.1692 2.7890 2.7631  -0.039
N9 -3.4215 2.8413 1.6530  -0.070
C35 -3.4709 4.1037 1.2544  0.073
C36 -2.6696 4.5459 0.0422  0.740
O4 -2.8111 5.7543 -0.2844  -0.883
O5 -1.9588 3.7023 -0.5258  -0.700
H24 -3.7049 6.4928 0.5137  0.478
H25 -5.3272 4.1229 3.9478  0.500
H26 -4.1851 1.9316 3.2947  0.089
C37 -4.0506 -3.3364 5.1155  -0.271
S1 -3.6969 -2.1787 6.4603  -0.186
C38 -1.9633 -2.3313 6.5054  -0.098
C39 -1.1192 -1.9190 5.5168  -0.221
S2 -1.4571 -1.1936 4.0220  -0.011
S3 0.5634 -2.3094 5.8659  -0.049
C40 0.3807 -3.0995 7.3825  0.053
S4 1.6398 -3.7692 8.2521  -0.365
S5 -1.2571 -3.1915 7.8517  -0.154
H27 -5.1265 -3.3244 4.9511  0.345
H28 -3.7391 -4.3454 5.3800  0.292
H29 -3.5371 -3.0079 4.2113  -0.313
C41 -0.6925 3.8643 4.7613  -1.221
C42 0.1019 2.6465 4.2565  1.331
C43 1.3379 2.4419 5.1490  -1.620
O6 0.4423 2.7733 2.9483  -0.931
H30 -1.1517 3.6844 5.7383  0.356
H31 -1.4814 4.0979 4.0421  0.107
H32 -0.0496 4.7446 4.8351  0.327
H33 -0.5499 1.7487 4.4562  -0.342
H34 1.9937 3.3131 5.0749  0.322
H35 1.8939 1.5671 4.8049  0.309
H36 1.0778 2.2836 6.1993  0.411

Output
Gap between HOMO and LUMO in eV: 4.3
HOMO level in eV: -1.703
Net charge: -2



5.
Computed, not measured: a gas-phase ion, C5H13N2O (charge +2), with ωB97M-V/def2-TZVPD.

Last column: Mulliken spin population.
Atoms and positions in Å:
O1 1.4999 -0.4941 1.8755  0.337
C1 1.1676 -0.6360 0.7090  -0.074
N1 1.9775 -1.2192 -0.2496  0.661
C2 1.6679 -1.3406 -1.6466  0.025
C3 -0.2447 -0.1485 0.3819  -0.035
N2 -1.1980 -0.5069 1.4959  -0.003
C4 -1.7244 1.7730 -0.3512  -0.002
C5 -0.3311 1.3673 0.1312  -0.008
H1 2.9194 -1.5362 0.0037  -0.026
H2 2.6086 -1.7101 -2.0643  0.000
H3 0.7649 -1.9464 -1.8493  0.065
H4 1.3735 -0.4173 -2.1941  0.066
H5 -0.5467 -0.7110 -0.5017  -0.003
H6 -1.2183 -1.4880 1.8037  0.000
H7 -2.1772 -0.3244 1.2478  0.000
H8 -0.9382 0.0211 2.3370  0.000
H9 -2.1197 1.1891 -1.1872  0.000
H10 -2.4727 1.8513 0.4250  0.000
H11 -1.6723 2.7952 -0.7153  0.000
H12 0.1873 1.9129 0.9434  -0.001
H13 0.4768 1.5686 -0.5949  -0.001

Output
⟨S²⟩: 0.7771
Spin multiplicity: 2
Gap between HOMO and LUMO (spin up / spin down) in eV: 11.6 / 6.7
HOMO level (spin up / spin down) in eV: -20.072 / -20.061
Net charge: +2



6.
Computed, not measured: C14H10BrN3 in the gas phase, with ωB97M-V/def2-TZVPD.

Last column: Mulliken charge in e.
Atoms and positions in Å:
Br1 -3.1971 4.4384 2.7214  -0.162
N1 -1.8447 -1.7962 -1.7102  -0.675
N2 -0.8481 -2.6746 -1.9948  -0.462
C1 -1.6753 -0.8747 -0.8203  -0.323
C2 -0.2314 3.4860 -0.2465  -0.860
C3 -1.2212 4.1482 0.5669  -0.189
C4 0.0266 2.1142 0.0175  0.214
C5 -1.6200 2.1215 1.8753  -0.213
C6 2.5607 -3.4412 -1.0397  -0.461
C7 2.7029 -2.4865 -0.0129  -0.573
C8 -1.9763 3.4532 1.6036  -0.142
C9 -0.7064 1.4393 1.0541  -0.254
C10 1.3023 -3.4613 -1.7488  -0.278
C11 1.6470 -1.7590 0.4435  -0.663
C12 -0.5455 -0.8520 -0.0090  0.492
C13 0.3311 -2.6040 -1.3448  -0.123
C14 0.4710 -1.7907 -0.2556  1.331
N3 -0.5114 0.0857 1.0463  -0.098
H1 -2.3808 -0.0417 -0.8005  0.498
H2 0.2072 4.0023 -1.0773  0.399
H3 -1.4028 5.2130 0.4458  0.372
H4 0.8109 1.7027 -0.6068  0.367
H5 -2.2266 1.3802 2.4003  0.367
H6 3.3277 -4.2119 -1.3649  0.310
H7 3.6737 -2.2276 0.3404  0.395
H8 1.2278 -4.1662 -2.6214  0.363
H9 1.9807 -0.9902 1.2846  0.059
H10 0.1179 -0.2068 1.8536  0.308

Output
Gap between HOMO and LUMO in eV: 7.9
HOMO level in eV: -8.283
Net charge: 0
SMILES string: Brc1cccc(Nc2cnnc3ccccc23)c1



The F_max results, record by record, are as follows: 0.1484, 0.0336, 0.0254, 0.0246, 0.0581, 0.1101 Eh/bohr.
The energy relative to the best compared isomer or geometry (same formula, charge and spin) results, record by record, are as follows: 154.8, 3.2, 15.8, 18.3, 43.5, 74.9 kcal/mol.